Molecular formula: C56H121F3N6O6S
Method: DFT, wB97M-V/def2-TZVPD

Last column: Mulliken charge in e.
Positions of all 193 atoms, in Å:
C1 -1.31 6.00 15.96  -0.978
C2 -1.97 6.23 14.54  -0.542
C3 -2.39 5.04 13.94  -0.937
N1 -2.94 4.77 12.41  0.518
C4 -3.50 3.37 12.24  -0.455
C5 -2.66 2.56 11.24  0.229
C6 -2.89 1.39 10.80  -0.666
C7 -1.68 3.59 10.60  -0.718
C8 -1.70 4.86 11.53  -0.612
C9 -3.79 5.95 12.16  -1.024
H1 -1.18 6.96 16.56  0.321
H2 -0.23 5.65 15.43  0.274
H3 -1.72 5.13 16.61  0.302
H4 -1.22 6.78 13.97  0.373
H5 -2.79 6.89 14.67  0.408
H6 -3.20 4.64 14.58  0.433
H7 -1.53 4.38 14.08  0.415
H8 -3.72 3.35 13.34  0.270
H9 -4.59 3.15 11.79  0.307
H10 4.99 -9.80 10.78  -0.053
H11 -8.34 -15.01 13.08  0.053
H12 -1.55 0.76 10.51  0.175
H13 -3.67 0.69 10.51  0.359
H14 -0.74 3.18 10.33  0.546
H15 -1.98 4.07 9.66  0.288
H16 -0.79 5.00 12.13  0.344
H17 -1.85 5.63 10.75  0.258
H18 -4.54 5.65 11.38  0.336
H19 -3.20 6.77 11.82  0.374
H20 -4.42 6.09 13.06  0.401
C10 -1.55 0.15 0.84  -1.485
C11 -1.16 1.32 -0.07  0.202
C12 -2.07 1.28 -1.28  -0.791
N2 -2.06 2.35 -2.35  0.285
C13 -2.85 1.82 -3.55  -0.135
C14 -3.10 2.92 -4.63  -0.942
C15 -3.44 4.29 -4.21  -0.985
C16 -2.65 4.77 -2.96  -0.805
C17 -2.58 3.65 -1.89  -0.593
C18 -0.60 2.49 -2.83  -1.332
H21 -0.95 0.10 1.76  0.492
H22 -1.48 -0.85 0.31  0.190
H23 -2.58 0.25 1.22  0.407
H24 -0.11 1.22 -0.29  -0.092
H25 -1.36 2.29 0.37  0.441
H26 -3.06 1.22 -0.94  0.649
H27 -1.87 0.33 -1.85  0.109
H28 -3.80 1.38 -3.23  0.467
H29 -2.31 1.06 -4.13  0.111
H30 -3.79 2.49 -5.35  0.248
H31 -2.22 2.84 -5.22  0.521
H32 -4.46 4.28 -4.00  0.428
H33 -3.38 4.93 -5.09  0.410
H34 -3.14 5.62 -2.49  0.448
H35 -1.65 5.09 -3.18  0.354
H36 -3.62 3.47 -1.52  0.374
H37 -1.97 3.81 -1.02  0.515
H38 -0.02 2.79 -1.94  0.402
H39 -0.69 3.21 -3.62  0.656
H40 -0.29 1.53 -3.19  0.349
C19 1.36 -6.41 0.21  -1.135
C20 0.30 -6.19 1.29  -0.421
C21 -1.03 -5.98 0.58  -0.675
N3 -2.18 -5.34 1.32  0.305
C22 -3.43 -5.30 0.54  -0.726
C23 -4.58 -4.92 1.39  -0.663
C24 -4.74 -5.82 2.65  -0.798
C25 -3.46 -5.76 3.50  -0.779
C26 -2.27 -6.08 2.62  -0.752
C27 -1.89 -3.94 1.72  -1.405
H41 2.37 -6.48 0.63  0.418
H42 1.29 -5.59 -0.57  0.103
H43 1.11 -7.35 -0.36  0.338
H44 0.58 -5.25 1.72  0.341
H45 0.34 -6.87 2.10  0.456
H46 -1.42 -6.87 0.12  0.533
H47 -0.81 -5.24 -0.16  0.242
H48 -3.50 -6.28 0.14  0.349
H49 -3.20 -4.62 -0.29  0.651
H50 -5.43 -5.08 0.73  0.506
H51 -4.69 -3.82 1.62  0.316
H52 -4.90 -6.86 2.23  0.269
H53 -5.54 -5.58 3.25  0.488
H54 -3.35 -6.63 4.27  0.356
H55 -3.36 -4.82 4.01  0.393
H56 -2.36 -7.13 2.40  0.457
H57 -1.33 -5.68 3.07  0.506
H58 -2.67 -3.72 2.40  0.500
H59 -2.00 -3.33 0.84  0.506
H60 -0.95 -3.88 2.31  0.400
C28 5.42 5.43 -4.19  -1.248
C29 6.70 5.04 -3.52  0.012
C30 6.28 5.10 -2.06  -0.516
N4 7.20 4.65 -1.00  0.203
C31 7.53 3.19 -1.11  -0.273
C32 8.19 2.59 0.07  -0.954
C33 7.51 2.87 1.43  -0.539
C34 7.10 4.28 1.55  -0.919
C35 6.42 4.82 0.32  -0.378
C36 8.44 5.51 -0.96  -1.046
H61 5.60 5.58 -5.26  0.448
H62 5.12 6.45 -3.94  0.333
H63 4.65 4.66 -3.88  0.223
H64 7.45 5.80 -3.74  0.394
H65 7.13 4.05 -3.91  0.168
H66 5.40 4.55 -1.95  0.073
H67 6.10 6.13 -1.85  0.504
H68 6.54 2.79 -1.33  0.196
H69 8.12 2.98 -2.03  0.382
H70 8.27 1.55 -0.29  0.509
H71 9.22 3.01 0.11  0.369
H72 6.70 2.23 1.42  0.001
H73 8.16 2.53 2.20  0.527
H74 6.36 4.42 2.35  0.460
H75 7.91 4.85 1.85  0.456
H76 5.54 4.24 0.13  0.260
H77 6.18 5.92 0.38  0.421
H78 9.04 5.37 -1.87  0.319
H79 9.02 5.29 -0.09  0.511
H80 8.07 6.49 -0.84  0.365
C37 7.16 -0.34 -4.81  -1.362
C38 6.51 -1.48 -4.13  -0.276
C39 5.04 -1.21 -3.65  -0.192
N5 4.41 -2.29 -2.79  0.295
C40 4.57 -3.68 -3.35  -0.688
C41 3.87 -3.81 -4.70  -0.882
C42 2.39 -3.28 -4.76  -0.846
C43 2.13 -1.97 -4.07  -0.531
C44 2.92 -1.95 -2.76  0.522
C45 4.92 -2.19 -1.43  -0.737
H81 6.49 0.10 -5.57  0.346
H82 8.01 -0.67 -5.34  0.462
H83 7.68 0.49 -4.29  0.173
H84 7.16 -1.70 -3.24  0.243
H85 6.51 -2.36 -4.77  0.263
H86 4.41 -1.10 -4.52  0.526
H87 5.01 -0.32 -3.11  -0.246
H88 5.65 -3.88 -3.36  0.507
H89 3.99 -4.29 -2.65  0.553
H90 4.56 -3.37 -5.43  0.291
H91 3.78 -4.86 -4.90  0.552
H92 2.20 -3.25 -5.82  0.401
H93 1.79 -4.08 -4.33  0.312
H94 2.29 -1.10 -4.67  0.385
H95 1.07 -1.99 -3.87  0.393
H96 2.91 -0.89 -2.27  -0.462
H97 2.45 -2.66 -2.06  0.305
H98 4.44 -2.96 -0.86  0.468
H99 4.71 -1.16 -1.06  0.123
H100 5.99 -2.53 -1.29  0.404
C46 -4.43 -4.54 -4.62  -0.909
C47 -5.84 -3.96 -4.51  -0.259
C48 -6.57 -3.87 -5.92  -0.831
N6 -6.09 -2.79 -6.91  0.212
C49 -5.80 -1.52 -6.08  -0.531
C50 -5.39 -0.36 -6.90  -0.558
C51 -4.06 -0.70 -7.63  -0.563
C52 -4.23 -2.00 -8.44  -0.711
C53 -4.86 -3.19 -7.65  -0.474
C54 -7.23 -2.57 -7.92  -0.941
H101 -3.94 -4.62 -3.68  0.206
H102 -3.72 -4.02 -5.18  0.125
H103 -4.53 -5.50 -5.10  0.454
H104 -5.82 -2.98 -4.03  0.276
H105 -6.47 -4.68 -4.01  0.408
H106 -7.69 -3.67 -5.80  0.425
H107 -6.58 -4.80 -6.51  0.440
H108 -5.02 -1.74 -5.37  0.087
H109 -6.73 -1.33 -5.52  0.534
H110 -5.18 0.46 -6.21  0.049
H111 -6.25 -0.02 -7.51  0.394
H112 -3.24 -0.72 -6.95  0.218
H113 -3.72 0.08 -8.31  0.472
H114 -3.27 -2.38 -8.86  0.406
H115 -4.85 -1.71 -9.27  0.347
H116 -4.14 -3.64 -7.00  0.254
H117 -5.12 -3.96 -8.32  0.444
H118 -7.54 -3.52 -8.35  0.340
H119 -6.89 -1.91 -8.73  0.379
H120 -8.05 -2.12 -7.31  0.385
O1 -2.11 -2.62 -4.16  -0.500
C55 -3.02 -2.26 -3.17  0.743
O2 -3.77 -1.29 -3.38  -0.752
O3 -3.06 -3.04 -2.18  -0.823
H121 -1.66 -3.21 -3.55  0.228
C56 3.33 1.82 0.39  0.552
F1 4.46 2.33 1.00  -0.167
F2 3.03 0.61 0.91  -0.248
F3 2.28 2.63 0.71  -0.226
S1 3.72 1.72 -1.38  1.111
O4 4.98 1.06 -1.42  -1.089
O5 2.56 0.88 -1.86  -0.677
O6 3.81 3.08 -1.87  -0.772

Results
Max |F| = 7.7 eV Å⁻¹
Orbital gap = 0.99 eV
E_tot = -3682.23597 a.u.
Net charge = +4
E_HOMO = -10.03 eV